Entry 1:
One molecule with the formula C15H25NO7. Source: the Open Molecules 2025 dataset; level of theory: ωB97M-V with the def2-TZVPD basis set.

ORCA input file:
```
! wB97M-V def2-TZVPD RIJCOSX def2/J DEFGRID3
* xyz 0 1
C 1.9772 -3.4125 -1.7138
C 2.5923 -2.0239 -1.7689
O 1.5991 -1.0609 -1.3992
C 1.9691 -0.0288 -0.6463
O 3.0941 0.1861 -0.2795
C 0.7843 0.8529 -0.2822
C -0.3019 0.8348 -1.3450
O -1.4795 0.7275 -1.1267
O 0.2250 1.0098 -2.5529
C -0.6837 1.0617 -3.6573
C -1.3085 2.4419 -3.7967
C 0.2241 0.5291 1.1496
C -1.0666 1.3347 1.3616
O -2.0540 0.9167 1.8941
O -0.9041 2.5955 0.9477
C -2.0357 3.4613 1.0830
C -2.1562 4.0144 2.4950
N 0.0062 -0.8346 1.5209
C -0.8635 -1.6270 0.6681
C -1.2397 -2.9058 1.4144
O -0.0942 -3.6392 1.7923
C 0.7229 -2.8590 2.6302
C 1.1802 -1.5824 1.9209
H 1.1321 -3.4738 -2.3947
H 2.7207 -4.1488 -2.0050
H 1.6289 -3.6416 -0.7090
H 2.9273 -1.7826 -2.7832
H 3.4436 -1.9309 -1.0861
H 1.1617 1.8801 -0.2370
H -0.0783 0.8111 -4.5304
H -1.4615 0.3057 -3.5104
H -0.5331 3.1980 -3.8934
H -1.9417 2.4670 -4.6788
H -1.9142 2.6645 -2.9218
H 0.9534 0.9384 1.8614
H -1.8641 4.2608 0.3591
H -2.9356 2.8998 0.8143
H -1.2413 4.5297 2.7776
H -2.3379 3.2034 3.1952
H -2.9865 4.7133 2.5414
H -1.7638 -1.0534 0.4564
H -0.3727 -1.8918 -0.2804
H -1.8283 -3.5656 0.7752
H -1.8216 -2.6404 2.3078
H 1.5801 -3.4811 2.8956
H 0.1701 -2.5845 3.5405
H 1.7784 -0.9774 2.6056
H 1.8128 -1.8687 1.0670
*
```

As for the frontier orbital gap: 9.29 eV. The LUMO energy is 0.7650 eV. As for the energy above the lowest of the compared OMol25 structures with the same formula, charge and spin: 8.3 kJ/mol. The HOMO energy is -8.53 eV. Its energy is -1168.026242 a.u.


Entry 2:
A 6-piece molecular cluster, C16H31O8 overall. Source: the Open Molecules 2025 dataset; level of theory: ωB97M-V with the def2-TZVPD basis set.

ORCA input file:
```
! wB97M-V def2-TZVPD RIJCOSX def2/J DEFGRID3
* xyz -1 1
O -0.1283 0.2257 -0.3811
C -0.4471 1.5334 -0.5690
O -0.8164 2.3501 0.3055
O -0.2684 2.0082 -1.6929
H -0.1352 0.0193 -1.3186
C 3.2639 2.2395 -1.1068
C 4.2022 1.0637 -0.7036
O 4.0721 -0.0667 -1.1698
C 5.3420 1.3320 0.2800
H 2.6079 2.6096 -0.3189
H 2.5987 1.7700 -1.8315
H 3.7544 3.0542 -1.6395
H 4.9436 1.9470 1.0870
H 6.0729 1.9675 -0.2200
H 5.6466 0.3774 0.7090
C 1.7204 -2.4253 1.3247
C 0.6934 -3.1711 2.2491
O -0.3575 -3.5515 1.8113
C 1.1204 -3.2313 3.7290
H 2.1117 -1.4926 1.7310
H 1.2616 -2.1561 0.3733
H 2.5962 -3.0072 1.0376
H 2.2100 -3.2356 3.7575
H 0.7302 -4.0400 4.3470
H 0.7723 -2.2725 4.1133
C -1.1389 0.4077 3.5950
C -2.1953 0.9500 4.5018
O -2.4336 0.5120 5.6578
C -2.9619 2.1523 3.9408
H -0.1174 0.3145 3.9636
H -1.0624 0.7852 2.5753
H -1.4546 -0.6196 3.4131
H -3.1831 1.9157 2.9001
H -2.5348 3.1394 4.1180
H -3.9213 2.1501 4.4582
C -1.3345 -2.8386 -1.1574
C -2.3470 -1.6762 -1.2844
O -2.5910 -1.1715 -2.4042
C -3.0476 -1.2902 -0.0653
H -0.7090 -3.1306 -2.0010
H -1.8796 -3.7168 -0.8116
H -0.6365 -2.5657 -0.3659
H -3.7072 -0.4305 -0.1829
H -2.2979 -0.9596 0.6535
H -3.6092 -2.0896 0.4181
C 0.2375 1.1682 -4.7580
C -1.1268 1.2168 -5.3235
O -1.4064 0.7927 -6.4323
C -2.2003 1.8555 -4.5247
H 0.4154 2.0708 -4.1734
H 0.9662 1.0002 -5.5510
H 0.1337 0.2924 -4.1174
H -2.2291 1.3348 -3.5676
H -3.1262 1.6670 -5.0680
H -2.0686 2.9161 -4.3103
*
```

As for the frontier orbital gap: 7.05 eV. The LUMO energy is 2.5877 eV. As for the energy above the lowest of the compared OMol25 structures with the same formula, charge and spin: 119.5 kJ/mol. The HOMO energy is -4.46 eV. Its energy is -1230.207801 a.u.


Entry 3:
A 2-piece molecular cluster, C2H4ClPSi overall. Source: the Open Molecules 2025 dataset; level of theory: ωB97M-V with the def2-TZVPD basis set.

ORCA input file:
```
! wB97M-V def2-TZVPD RIJCOSX def2/J DEFGRID3
* xyz 0 1
C -1.9519 -0.6651 -0.0814
C -0.8579 -0.7535 0.4594
Si 0.9165 -0.5526 0.9843
P 1.2172 1.9090 -1.7653
Cl -0.7082 2.1720 -1.8514
H -2.8209 -0.7337 -0.5385
H 1.3922 -1.5799 2.0187
H 1.2167 0.8378 1.1536
H 1.5964 -0.6339 -0.3795
*
```

As for the frontier orbital gap (spin up / spin down): 6.94 / 6.91 eV. The LUMO energy (spin up / spin down) is -1.1427 / -1.1520 eV. As for the energy above the lowest of the compared OMol25 structures with the same formula, charge and spin: 197.8 kJ/mol. The HOMO energy (spin up / spin down) is -8.08 / -8.06 eV. Its energy is -1169.478136 a.u.


Entry 4:
A 2-piece molecular cluster, C23H43N3O7P overall. Source: the Open Molecules 2025 dataset; level of theory: ωB97M-V with the def2-TZVPD basis set.

ORCA input file:
```
! wB97M-V def2-TZVPD RIJCOSX def2/J DEFGRID3
* xyz 1 1
C -0.8056 3.7236 -0.9535
C 0.6563 3.4032 -1.6974
C 1.8528 3.0301 -0.6188
N 2.8023 4.1952 -0.2688
C 3.9461 4.0930 0.7158
C 4.2299 2.6313 1.4665
P 5.7059 2.6307 2.7155
O 6.9840 1.9779 2.0203
O 5.2879 1.7874 4.2201
O 6.0479 4.2852 3.1470
C 3.2940 1.2815 1.1510
C 3.6240 -0.1648 1.8733
C 5.1721 -0.6758 1.7007
N 5.3373 -2.1617 1.4708
C 6.5706 -2.2579 0.5482
C 7.0509 -3.7984 0.2587
C 5.8244 -2.8717 2.7515
C 5.0389 -4.1664 3.4294
O 6.9591 -2.4895 3.3993
C 2.0362 1.5190 0.0743
C 1.0014 0.3011 -0.2980
C 0.8904 -0.0526 -1.8950
C -0.6762 0.1300 -2.4517
C -1.4765 -1.2911 -2.6191
N -3.0092 -1.1116 -2.6380
C -3.5423 -0.8089 -1.2549
C -3.1114 -1.5900 0.1378
O -4.4905 0.1572 -1.1155
H -0.6991 3.9266 0.1962
H -1.2235 4.7394 -1.4213
H -1.6048 2.9050 -1.2062
H 0.9529 4.4363 -2.2169
H 0.5547 2.6306 -2.5814
H 2.6615 5.1285 -0.7447
H 4.6534 5.0074 0.9544
H 4.2925 1.8706 4.3590
H 5.3586 4.6634 3.7682
H 3.4524 -0.0157 3.0443
H 2.9227 -1.0428 1.5471
H 5.7738 -0.2821 2.6519
H 5.6592 -0.0966 0.7777
H 6.3480 -1.7472 -0.5034
H 7.4957 -1.6462 0.9882
H 6.0935 -4.4694 0.2075
H 7.5371 -3.8050 -0.8308
H 7.8900 -4.1974 0.9783
H 4.8709 -3.9359 4.5885
H 4.0474 -4.4604 2.8746
H 5.7907 -5.0937 3.4199
H -0.0822 0.6764 0.0334
H 1.1816 -0.6998 0.2809
H 1.5536 0.6632 -2.5733
H 1.1801 -1.1639 -2.1730
H -1.3263 0.8129 -1.7522
H -0.6582 0.6789 -3.5117
H -1.2225 -1.7467 -3.6930
H -1.1856 -2.0941 -1.8187
H -3.2774 -0.3441 -3.3083
H -1.9530 -1.7695 0.2095
H -3.7464 -2.5861 0.2954
H -3.4068 -0.8842 1.0437
C -9.7876 -2.1706 -1.7174
O -8.7607 -1.8916 -0.7722
C -7.6778 -1.1553 -1.3482
C -7.7761 0.3377 -1.0162
O -8.9272 0.9329 -1.6203
C -10.0054 1.0812 -0.7004
H -10.6858 -2.4698 -1.1687
H -10.0364 -1.2999 -2.3308
H -9.4785 -2.9994 -2.3605
H -7.6323 -1.3150 -2.4332
H -6.7538 -1.5515 -0.9140
H -6.8994 0.8470 -1.4289
H -7.7766 0.5006 0.0700
H -9.8197 1.9439 -0.0547
H -10.1481 0.1874 -0.0864
H -10.9200 1.2588 -1.2713
*
```

As for the frontier orbital gap: 5.08 eV. The LUMO energy is -5.0930 eV. The HOMO energy is -10.18 eV. Its energy is -1933.690807 a.u.


Entry 5:
A 4-piece molecular cluster, C32H68NO12 overall. Source: the Open Molecules 2025 dataset; level of theory: ωB97M-V with the def2-TZVPD basis set.

ORCA input file:
```
! wB97M-V def2-TZVPD RIJCOSX def2/J DEFGRID3
* xyz 0 2
C 8.0371 -1.5876 2.3803
C 6.6091 -2.1574 2.3487
C 5.6139 -1.3585 1.5048
O 5.3087 -2.0890 0.3144
C 4.0801 -1.8204 -0.3776
C 4.4195 -2.1099 -1.8421
C 5.3918 -1.1641 -2.4926
O 6.0723 -0.3608 -1.9269
C 3.0090 -2.8321 0.0441
C 2.2803 -2.6087 1.3769
C 2.9638 -3.4201 2.4845
C 0.8207 -3.0743 1.2798
N 2.3343 -1.1811 1.7763
O 1.6814 -0.9021 2.8345
C 2.4411 -0.0922 0.7710
C 2.7885 1.1878 1.5303
C 1.0904 0.0921 0.0669
C 3.5763 -0.3745 -0.2413
H 8.2735 -1.1702 3.3619
H 8.1677 -0.7948 1.6400
H 8.7834 -2.3597 2.1801
H 6.6098 -3.1801 1.9624
H 6.2177 -2.2094 3.3702
H 6.0615 -0.3978 1.2174
H 4.7020 -1.1567 2.0718
H 4.8425 -3.1215 -1.9071
H 3.5124 -2.1117 -2.4584
H 5.4293 -1.2339 -3.5966
H 2.2761 -2.9098 -0.7695
H 3.5037 -3.8071 0.1085
H 2.5557 -3.1457 3.4575
H 4.0450 -3.2683 2.4767
H 2.7884 -4.4841 2.3002
H 0.4051 -3.2486 2.2727
H 0.7960 -4.0166 0.7233
H 0.1960 -2.3564 0.7478
H 3.7222 1.0590 2.0841
H 1.9920 1.4628 2.2212
H 2.9306 1.9945 0.8052
H 0.9203 -0.6536 -0.7135
H 1.0451 1.0946 -0.3653
H 0.2779 0.0095 0.7941
H 4.4249 0.2739 -0.0323
H 3.2058 -0.0576 -1.2228
C -4.7040 -0.7669 -3.0841
O -4.2405 0.3407 -2.3451
C -5.1275 1.4391 -2.4474
C -4.8431 2.4629 -1.3737
O -5.3682 2.1169 -0.1024
C -4.6127 1.1891 0.6574
C -3.4323 1.8037 1.3729
O -2.3511 1.9943 0.4798
C -1.3567 2.8313 1.0211
H -4.8270 -0.5129 -4.1426
H -3.9709 -1.5654 -2.9850
H -5.6688 -1.1187 -2.6994
H -6.1657 1.0941 -2.3501
H -5.0172 1.9110 -3.4344
H -5.3564 3.3855 -1.6533
H -3.7710 2.6662 -1.3181
H -4.2842 0.3481 0.0418
H -5.3002 0.8143 1.4185
H -3.1226 1.1357 2.1896
H -3.7347 2.7642 1.8098
H -1.7455 3.8348 1.2289
H -0.5611 2.9078 0.2821
H -0.9427 2.4110 1.9459
C 5.5111 -2.4658 5.8179
O 5.3843 -1.1617 5.3061
C 4.0263 -0.7521 5.2233
C 3.9278 0.7407 5.0296
O 4.1110 1.4930 6.2192
C 5.4522 1.6846 6.6316
C 6.1730 2.7723 5.8686
O 6.6050 2.2975 4.6069
C 6.9803 3.3439 3.7439
H 4.9866 -3.1976 5.1898
H 6.5716 -2.7117 5.8333
H 5.1134 -2.5348 6.8375
H 3.4853 -1.0393 6.1340
H 3.5472 -1.2395 4.3649
H 2.9107 0.9564 4.6978
H 4.6225 1.0651 4.2501
H 6.0205 0.7523 6.5828
H 5.3904 1.9990 7.6756
H 7.0426 3.1047 6.4540
H 5.4971 3.6278 5.7393
H 6.1361 4.0130 3.5390
H 7.3123 2.8948 2.8097
H 7.8022 3.9366 4.1638
C -8.5615 1.9532 -9.1527
O -8.6724 1.0583 -8.0714
C -7.4992 0.2904 -7.8893
C -7.4961 -0.3695 -6.5300
O -7.1256 0.4987 -5.4716
C -8.1146 1.4034 -5.0076
C -9.1491 0.7689 -4.1075
O -10.1162 0.0714 -4.8674
C -10.8997 -0.7855 -4.0708
H -8.3737 1.4240 -10.0947
H -9.5054 2.4883 -9.2319
H -7.7528 2.6755 -8.9900
H -6.6104 0.9286 -7.9804
H -7.4439 -0.4890 -8.6630
H -6.7273 -1.1452 -6.5435
H -8.4612 -0.8430 -6.3354
H -8.5985 1.9229 -5.8377
H -7.5689 2.1382 -4.4115
H -9.6395 1.5568 -3.5180
H -8.6474 0.0824 -3.4119
H -10.2838 -1.5543 -3.5891
H -11.6238 -1.2677 -4.7240
H -11.4375 -0.2304 -3.2929
*
```

As for the frontier orbital gap (spin up / spin down): 8.73 / 9.64 eV. The LUMO energy (spin up / spin down) is 0.6027 / 0.5104 eV. The HOMO energy (spin up / spin down) is -8.13 / -9.13 eV. Its energy is -2217.452030 a.u.


Entry 6:
C16H19AsCl2F12MoN3O7Se as an isolated structure. Source: the Open Molecules 2025 dataset; level of theory: ωB97M-V with the def2-TZVPD basis set.

ORCA input file:
```
! wB97M-V def2-TZVPD RIJCOSX def2/J DEFGRID3
* xyz 0 4
Mo -0.0866 -0.2301 -0.4583
Cl 6.8576 1.3932 -2.5933
C 5.4387 0.8223 -1.8424
C 5.4624 -0.3715 -1.1221
C 4.3193 -0.8288 -0.5216
Cl 4.2934 -2.2651 0.3620
C 3.0637 -0.0951 -0.6438
O 2.0463 -0.5486 -0.1087
C 3.1045 1.1486 -1.3841
C 1.8813 1.9286 -1.5527
O 0.7771 1.5267 -1.2287
C 4.2630 1.5842 -1.9592
H 6.3773 -0.9415 -1.0434
H 1.9782 2.9167 -2.0208
H 4.2961 2.5068 -2.5260
C 1.3899 -0.7239 2.7295
N 0.4090 0.1606 3.3146
C 0.7049 0.6147 4.6600
C -0.6936 0.5566 2.6433
N -0.7237 0.6631 1.3257
N -1.7796 0.9148 3.3745
C -2.1982 0.1002 4.5137
C -2.8516 1.6672 2.7363
H 1.7605 -1.3843 3.5150
H 2.2425 -0.1632 2.3260
H 0.9349 -1.3533 1.9731
H 1.7350 0.9806 4.6863
H 0.6092 -0.1913 5.3924
H 0.0469 1.4310 4.9398
H -1.6935 0.7979 1.0491
H -1.5914 -0.7984 4.5775
H -3.2237 -0.2262 4.3391
H -2.1559 0.6600 5.4510
H -3.4378 1.0382 2.0575
H -2.4491 2.5239 2.1955
H -3.5091 2.0412 3.5182
C -2.8215 -0.8787 -2.8231
C -2.5640 0.4948 -2.2141
O -1.7327 0.4056 -1.1001
C -3.8834 1.1228 -1.6947
F -4.6305 1.5972 -2.7056
F -4.6171 0.2331 -1.0380
F -3.6425 2.1449 -0.8589
C -1.9201 1.4378 -3.2547
F -2.6197 1.4985 -4.3903
F -1.7850 2.6903 -2.7852
F -0.6908 1.0102 -3.5748
H -3.2155 -1.5294 -2.0448
H -1.8830 -1.2922 -3.1885
H -3.5321 -0.8209 -3.6461
F 0.6373 -0.9076 -2.3380
As 1.6248 -2.1136 -3.3683
F 1.1141 -1.1638 -4.6991
F 0.2296 -3.0856 -3.4839
F 2.6103 -3.1291 -4.3156
F 2.0838 -2.8550 -1.8900
F 2.9373 -0.9657 -3.1122
O -1.2412 -2.4362 2.6982
Se -2.0030 -2.4139 1.2854
O -3.0290 -1.1902 1.1215
O -0.6128 -1.9142 0.1251
O -2.4113 -3.7948 0.6207
*
```

As for the frontier orbital gap (spin up / spin down): 6.44 / 5.05 eV. The LUMO energy (spin up / spin down) is -2.1197 / -4.4527 eV. As for the energy above the lowest of the compared OMol25 structures with the same formula, charge and spin: 0.0 kJ/mol. The HOMO energy (spin up / spin down) is -8.56 / -9.50 eV. Its energy is -8136.309793 a.u.


Entry 7:
One molecule with the formula C17H16N4O2. Source: the Open Molecules 2025 dataset; level of theory: ωB97M-V with the def2-TZVPD basis set.

ORCA input file:
```
! wB97M-V def2-TZVPD RIJCOSX def2/J DEFGRID3
* xyz 0 1
C -0.2108 -1.5019 1.7420
C -0.9887 -0.4343 1.0450
N -0.5056 0.7610 1.0937
N -1.1050 1.7842 0.4754
C -0.3916 3.0472 0.5300
C 0.9687 2.9387 -0.1764
O 1.2647 3.5887 -1.1520
N 1.7956 2.0647 0.4349
C 3.0359 1.6250 -0.1653
C 3.0209 0.1426 -0.4132
C 4.0937 -0.6688 -0.0652
C 4.0078 -2.0344 -0.2809
C 2.8370 -2.5412 -0.8228
N 1.8090 -1.7807 -1.1614
C 1.9059 -0.4784 -0.9721
C -2.2994 1.7054 -0.2189
O -2.8063 2.6928 -0.7158
C -2.8641 0.3545 -0.2818
C -4.0565 0.1478 -0.9768
C -4.5937 -1.1164 -1.0615
C -3.9434 -2.1916 -0.4582
C -2.7670 -2.0043 0.2310
C -2.2079 -0.7248 0.3356
H 0.6359 -1.0595 2.2596
H -0.8359 -2.0253 2.4628
H 0.1591 -2.2206 1.0116
H -1.0084 3.7872 0.0161
H -0.2370 3.3385 1.5728
H 1.3847 1.4668 1.1438
H 3.1423 2.1768 -1.1064
H 3.8768 1.8869 0.4873
H 4.9843 -0.2351 0.3681
H 4.8261 -2.6897 -0.0258
H 2.7109 -3.6017 -0.9963
H 1.0474 0.1041 -1.2812
H -4.5304 1.0011 -1.4374
H -5.5169 -1.2791 -1.5968
H -4.3683 -3.1818 -0.5334
H -2.2699 -2.8442 0.6901
*
```

As for the frontier orbital gap: 8.87 eV. The LUMO energy is 0.1774 eV. As for the energy above the lowest of the compared OMol25 structures with the same formula, charge and spin: 10.3 kJ/mol. The HOMO energy is -8.70 eV. Its energy is -1026.952507 a.u.


Look up the energy of the second one. -1230.207801 a.u.